No. 1
Below is C18H20N6O4S in the gas phase in a non-equilibrium geometry, with properties calculated with the ωB97M-V functional and the def2-TZVPD basis.

XYZ file:
```
49
Properties=species:S:1:pos:R:3
C -5.4424 -1.3325 -1.8285
C -4.3999 -2.1215 -2.6067
O -3.0834 -1.6167 -2.3598
C -2.4697 -2.0305 -1.2542
O -2.9051 -2.8420 -0.4848
C -1.1510 -1.2849 -1.0737
C -1.4682 -0.0203 -0.3538
C -1.7436 1.2035 -0.8797
N -2.0574 2.1735 0.0097
C -2.0288 1.7387 1.2200
N -2.2373 2.5007 2.3433
C -1.8873 3.8060 2.5671
O -2.1495 4.3385 3.6161
C -1.1718 4.5391 1.4391
N -0.1018 3.7677 0.8820
N 0.3552 3.9444 -0.3305
N 1.2247 3.0276 -0.5484
C 1.2835 2.2697 0.5689
C 2.0894 1.0817 0.7147
C 2.9479 0.6900 -0.3071
C 3.7020 -0.4614 -0.1924
C 3.6074 -1.2470 0.9549
O 4.3061 -2.3841 1.1975
C 5.1825 -2.9060 0.2181
C 4.4467 -3.6500 -0.8927
C 2.7390 -0.8524 1.9792
C 1.9921 0.2956 1.8640
N 0.4467 2.7402 1.4922
S -1.6328 0.0306 1.3749
H -6.4359 -1.6853 -2.0888
H -5.3663 -0.2739 -2.0655
H -5.2900 -1.4674 -0.7603
H -4.5452 -2.0159 -3.6833
H -4.4325 -3.1788 -2.3251
H -0.4677 -1.9012 -0.4896
H -0.7264 -1.0544 -2.0502
H -1.7157 1.4548 -1.9235
H -2.5683 2.0129 3.1677
H -0.7895 5.4796 1.8502
H -1.8756 4.7580 0.6307
H 3.0156 1.3019 -1.1932
H 4.3628 -0.7307 -1.0012
H 5.8180 -2.1133 -0.1949
H 5.8189 -3.6031 0.7705
H 5.1667 -4.0824 -1.5820
H 3.7894 -2.9806 -1.4423
H 3.8445 -4.4473 -0.4646
H 2.6780 -1.4717 2.8600
H 1.3259 0.6011 2.6559
```

Properties
molecular weight: 416.463 Da
Kohn-Sham gap: 8.82 eV
multiplicity: 1
calculated total energy: -1725.60555 a.u.
HOMO energy: -8.36 eV

No. 2
Below is 2 unconnected molecules or ions with the total composition C18H20NO4P, with properties calculated with the ωB97M-V functional and the def2-TZVPD basis.

XYZ file:
```
44
Properties=species:S:1:pos:R:3
C -0.2497 -1.9193 2.8030
C 0.1202 -1.5192 1.7287
P 0.6776 -1.0209 0.1121
C -0.2352 -2.0033 -1.1621
C -1.7083 -1.6270 -1.3640
C -2.7558 -2.1547 -0.3572
C -3.1813 -1.1020 0.6936
C -2.3996 -3.4854 0.3115
C 2.3556 -1.7574 0.0933
C 3.2356 -1.4379 1.1301
C 4.4987 -2.0038 1.1320
C 4.8322 -2.8722 0.1009
N 4.0315 -3.1833 -0.9113
C 2.8185 -2.6291 -0.8876
H -0.3967 -2.3584 3.7621
H 0.2833 -1.7589 -2.0934
H -0.0760 -3.0716 -0.9978
H -1.7817 -0.5407 -1.4546
H -1.9855 -2.0255 -2.3447
H -3.6584 -2.3464 -0.9433
H -2.6745 -1.2383 1.6463
H -4.2476 -1.2462 0.8896
H -3.0552 -0.0835 0.3268
H -3.0723 -3.6288 1.1626
H -2.5852 -4.3287 -0.3567
H -1.3890 -3.5230 0.7096
H 2.9248 -0.7605 1.9175
H 5.1972 -1.7970 1.9308
H 5.8136 -3.3369 0.1124
H 2.1573 -2.8859 -1.7079
O -0.1256 1.9779 0.1659
C -0.2403 3.1627 -0.0866
C -1.4633 3.9271 0.0856
C -1.4792 5.2265 -0.2391
O -2.5548 5.9957 -0.1097
C -0.2627 5.9276 -0.7847
O -0.3735 7.1060 -1.0689
C 0.9647 5.1671 -0.9373
C 0.9811 3.8679 -0.6097
O 2.0580 3.0995 -0.7191
H -2.3305 3.4140 0.4767
H -2.2885 6.8836 -0.4179
H 1.8356 5.6830 -1.3160
H 1.7847 2.2071 -0.4215
```

Properties
molecular weight: 345.335 Da
Kohn-Sham gap: 6.84 eV
multiplicity: 1
calculated total energy: -1394.87344 a.u.
HOMO energy: -8.25 eV

No. 3
Below is a molecular structure, C18H21AlBN6O5S, with properties calculated with the ωB97M-V functional and the def2-TZVPD basis.

XYZ file:
```
53
Properties=species:S:1:pos:R:3
Al -1.5208 0.2098 0.2635
O -3.8201 1.3167 3.3897
C -3.0506 0.7196 2.5310
O -2.5161 1.2892 1.5825
C -2.8403 -0.7508 2.7660
O -1.8410 -1.1155 1.8430
C -1.8272 -2.4755 1.3564
C -1.2256 -2.4450 -0.0519
O -1.2462 -3.4423 -0.7249
O -0.7316 -1.2841 -0.4013
H -3.9432 2.2544 3.1567
H -3.7825 -1.2754 2.5794
H -2.5281 -0.9241 3.7986
H -2.8436 -2.8640 1.3096
H -1.2143 -3.0849 2.0204
B -0.6416 3.6164 -2.5985
C -1.0739 2.3870 -1.7565
N -1.3775 1.4722 -1.1071
H -1.0184 4.5772 -1.9663
H 0.5656 3.5436 -2.6672
H -1.1878 3.5143 -3.6704
S -3.7862 -0.4774 -0.4675
C -3.4222 -1.3045 -1.9265
N -4.0263 -2.4227 -2.3090
C -3.4594 -2.9629 -3.5469
C -2.3463 -1.9401 -3.8728
N -2.5296 -0.9349 -2.8252
H -4.6552 -2.9199 -1.7040
H -4.2190 -3.0109 -4.3252
H -3.0566 -3.9585 -3.3727
H -2.4707 -1.4923 -4.8562
H -1.3528 -2.3793 -3.7960
H -1.9515 -0.1174 -2.7080
N 8.9712 -0.0482 0.8578
C 7.8440 0.1549 0.9321
C 6.4302 0.4088 1.0273
C 5.9051 1.5992 0.5298
C 4.5459 1.8406 0.6161
C 3.7288 0.8929 1.2124
C 4.2397 -0.2911 1.7183
C 5.5973 -0.5379 1.6177
N 2.3233 1.1464 1.2990
C 1.7296 2.3062 1.7504
C 0.3948 2.1252 1.6126
N 0.1646 0.8698 1.0843
C 1.3504 0.3139 0.9054
H 6.5604 2.3232 0.0664
H 4.1209 2.7476 0.2070
H 3.5860 -1.0058 2.2007
H 6.0174 -1.4549 2.0062
H 2.3073 3.1307 2.1274
H -0.4055 2.8100 1.8278
H 1.5291 -0.6494 0.4586
```

Properties
total charge: +1
molecular weight: 471.264 Da
Kohn-Sham gap: 9.26 eV
multiplicity: 1
calculated total energy: -2068.75377 a.u.
HOMO energy: -12.19 eV